1.
The ion C13H7N2O3 with charge -1 in a non-equilibrium geometry. Source: OMol25; level of theory: wB97M-V/def2-TZVPD.

```
! wB97M-V def2-TZVPD RIJCOSX def2/J DEFGRID3
* xyz -1 1
N -3.3837 0.9897 -0.3016
C -2.2096 0.9117 -0.3481
C -0.7293 0.7435 -0.2127
C -0.1597 1.6886 -1.1423
N 0.4321 2.4982 -1.7724
C -0.3822 -0.7010 -0.6556
C 0.8318 -0.9584 -1.3000
C 1.2713 -2.2909 -1.4846
C 0.4602 -3.3660 -1.0842
C -0.7993 -3.0901 -0.5466
C -1.2352 -1.7648 -0.3707
C -0.1320 1.2311 1.1057
C 1.2558 1.2623 1.2902
C 1.6992 2.5517 1.7456
O 2.7596 2.9940 2.1456
O 0.5342 3.3815 1.8104
C -0.5714 2.6287 1.4226
O -1.7111 3.0202 1.5266
H 1.4992 -0.1315 -1.5549
H 2.2489 -2.4787 -1.9405
H 0.8419 -4.3997 -1.1685
H -1.4267 -3.9275 -0.2614
H -2.1852 -1.5722 0.1019
H -0.8341 0.3701 1.4774
H 1.9252 0.4097 1.5182
*
```

The calculation puts the lowest unoccupied orbital energy at 2.9 eV. As for the structure (SMILES): N#CC(C#N)(c1ccccc1)[C@H]1C=C([O-])OC1=O. The value obtained for the HOMO-LUMO gap is 6.65 eV. The value obtained for the HOMO energy is -3.7 eV. As for the energy above the lowest of the compared OMol25 structures with the same formula, charge and spin: 10.4 kcal/mol.

Here are the Löwdin charges for atoms 1 to 8, given in e: number 1, N, carries 0.1828; number 2, C, carries -0.1549; number 3, C, carries -0.3730; number 4, C, carries -0.2010; number 5, N, carries 0.2051; number 6, C, carries -0.1535; number 7, C, carries -0.0153; number 8, C, carries -0.0722

2.
A structure of composition C13H7N4O11Pt in a non-equilibrium geometry. Source: OMol25; level of theory: wB97M-V/def2-TZVPD.

```
! wB97M-V def2-TZVPD RIJCOSX def2/J DEFGRID3
* xyz 1 3
Pt 0.8525 0.3805 1.5768
O -3.1648 1.7938 0.6921
C -1.9940 1.2451 0.9270
O -0.9306 1.7183 0.5895
C -2.1033 -0.0505 1.6789
C -3.2845 -0.7540 1.8145
C -3.2561 -1.9546 2.5043
C -2.0620 -2.3965 3.0547
C -0.9239 -1.6336 2.8813
N -0.9601 -0.4889 2.1988
C 0.4557 -1.9720 3.4008
O 0.6264 -3.0248 4.1666
O 1.4024 -1.2674 3.1308
H -3.0554 2.6248 0.2029
H -4.1958 -0.3708 1.3787
H -4.1573 -2.5428 2.6112
H -2.0445 -3.3335 3.5952
H -0.1764 -3.5297 4.3404
O 2.2068 3.1868 -4.8984
N 1.7364 2.0696 -4.8347
O 1.2005 1.4725 -5.7456
C 1.7145 1.4228 -3.5094
C 1.0207 0.2340 -3.3536
C 0.9966 -0.3631 -2.1190
C 1.7482 0.1339 -1.0222
O 1.9670 -0.5445 0.0594
C 2.2985 1.4262 -1.2171
C 2.3199 2.0509 -2.4487
N 2.8192 2.1606 -0.0738
O 3.5242 3.1094 -0.2582
O 2.4594 1.8448 1.0871
N 0.1072 -1.5162 -1.9369
O -0.0660 -2.2509 -2.8821
O -0.3598 -1.6976 -0.8201
H 0.4930 -0.1998 -4.1918
H 2.7855 3.0174 -2.5792
*
```

The calculation puts the lowest unoccupied orbital energy (spin up / spin down) at -4.9 / -5.7 eV. As for the expectation value of S²: 2.009. The value obtained for the HOMO-LUMO gap (spin up / spin down) is 7.32 / 7.00 eV. The value obtained for the HOMO energy (spin up / spin down) is -12.2 / -12.7 eV.

Here are the Löwdin charges for atoms 1 to 8, given in e: number 1, Pt, carries 1.3583; number 2, O, carries 0.1873; number 3, C, carries -0.4432; number 4, O, carries 0.0600; number 5, C, carries -0.1466; number 6, C, carries 0.0649; number 7, C, carries 0.0281; number 8, C, carries 0.0528

Number 1: energy -834.82516 hartree. Number 2: energy -1665.02813 hartree.